# 1
13
Properties=species:S:1:pos:R:3 method="wB97M-V/def2-TZVPD" homo_ev=-8.759 de_lowest_ev=4.096 energy_ev=-8702.1814 mol_weight_g_mol=89.098 lumo_energy_ha=0.02338
C 1.63753 0.78014 -0.24778
C -0.24594 -0.54768 0.47456
H 2.01187 1.04951 -1.26432
H 2.39428 0.04740 0.12423
H 1.65855 1.57765 0.54659
H -0.16522 0.84766 -2.23815
H -2.13888 -0.66340 -0.65518
H -2.13604 -0.45453 1.24168
H -0.15210 -1.32200 2.16790
N 0.33244 0.16925 -0.51849
N -1.63430 -0.99606 0.23820
N 0.37015 -0.62428 1.56247
O -0.41249 0.96007 -1.28233

=====

# 2
141
Properties=species:S:1:pos:R:3 method="wB97M-V/def2-TZVPD" homo_ev="-7.155 / -7.160" spin_multiplicity=4 s2=3.768 total_charge=-1 energy_ev=-317527.2759 mol_weight_g_mol=1698.851 lumo_energy_ha="-0.06233 / -0.02621"
Cr -1.49734 1.43139 2.23483
Cl 1.69836 3.14645 3.78006
O 1.69531 2.29930 4.92294
O 2.73442 2.76357 2.83200
O 0.42774 2.86795 3.18763
O 1.78053 4.53833 4.19446
N -0.61611 0.52385 0.78735
S -1.01134 0.06034 -0.69801
O -1.61614 -1.28028 -0.84049
O -0.40906 0.77772 -1.85059
F -2.32880 0.94597 -0.64187
S 0.95790 -0.13633 0.40401
O 1.87994 0.79159 -0.24316
O 1.07404 -1.57289 0.25197
F 1.36682 -0.06931 1.91385
N -2.46861 3.04410 1.84079
S -2.19276 4.31818 0.96234
O -1.59216 5.48691 1.59676
O -2.82487 4.49734 -0.33912
F -0.79396 3.62047 0.51818
S -3.74700 3.92885 2.64657
O -4.92098 4.25532 1.83148
O -3.31035 4.77393 3.73944
F -4.29168 2.65773 3.36838
B -1.52134 0.47683 4.58883
F -0.84944 0.05312 3.42748
F -2.36286 -0.52645 4.94093
F -0.67117 0.77001 5.58461
F -2.12143 1.65225 4.25064
C 5.53398 -2.27332 -0.62317
C 6.79928 -3.11458 -0.83064
O 6.36506 -4.29968 -0.19613
C 5.41552 -4.10210 0.66670
O 4.99235 -4.86184 1.49955
O 4.97586 -2.86785 0.49759
H 4.82838 -2.34341 -1.45102
H 5.84261 -1.25709 -0.37796
H 7.62070 -2.73117 -0.22536
H 7.15210 -3.19689 -1.85868
C 3.13991 1.40982 -3.43416
C 3.80456 0.04593 -3.38010
O 4.66089 0.20421 -2.23071
C 4.75885 1.41354 -1.84577
O 5.47120 1.71384 -0.90641
O 3.90638 2.19795 -2.47692
H 2.09221 1.36639 -3.13662
H 3.13456 1.84923 -4.43165
H 4.34339 -0.14259 -4.30866
H 2.96728 -0.63083 -3.20964
C -6.05582 -1.34599 2.43020
C -6.18738 -1.20352 0.96347
O -4.92072 -0.65693 0.71221
C -4.27822 -0.30196 1.86812
O -3.15420 0.21543 1.89719
O -5.02391 -0.53166 2.83968
H -5.74027 -2.30063 2.85113
H -7.04987 -1.26846 2.87060
H -6.93096 -0.48872 0.61097
H -6.29946 -2.17159 0.47522
C -4.36274 -1.06869 -2.97015
C -4.42429 -2.55777 -2.65277
O -5.82733 -2.80704 -2.77426
C -6.51152 -1.67503 -2.47880
O -7.69803 -1.64783 -2.30737
O -5.61893 -0.61199 -2.47888
H -4.36315 -0.99219 -4.05746
H -3.62990 -0.38254 -2.54560
H -4.04780 -2.71575 -1.64213
H -3.79751 -3.08878 -3.36921
C 1.61488 -2.96950 3.03926
C 3.12936 -2.43624 3.10294
O 2.98993 -1.63822 4.24974
C 1.79366 -1.52062 4.74457
O 1.54681 -0.70679 5.63772
O 0.97090 -2.25844 4.10468
H 1.61131 -4.03819 3.25372
H 1.14101 -2.90442 2.05982
H 3.49747 -1.71510 2.37317
H 3.88131 -3.22329 3.15969
C -1.87705 -5.19391 3.37936
C -3.33432 -4.84627 3.05441
O -3.15876 -3.75800 2.03367
C -1.92252 -3.23333 2.18422
O -1.51865 -2.14644 1.74951
O -1.16627 -4.12323 2.72605
H -1.69260 -6.17384 2.93912
H -1.69540 -5.14677 4.45308
H -3.88452 -4.60569 3.96408
H -3.86973 -5.69229 2.62351
C 1.74076 -0.96696 -6.38484
C 2.19946 -2.10653 -5.56350
O 1.36618 -2.11761 -4.41688
C 0.39498 -1.25361 -4.62337
O -0.49461 -1.00443 -3.84053
O 0.55989 -0.52492 -5.75182
H 1.56323 -1.23990 -7.42508
H 2.51002 -0.19544 -6.35185
H 3.22269 -1.94320 -5.22523
H 2.06194 -3.09688 -5.99752
C 5.25136 0.51707 2.50113
C 5.96458 1.72417 3.04490
O 6.62386 1.31134 4.20384
C 6.62345 -0.05650 4.35108
O 7.24805 -0.77243 5.15704
O 5.81401 -0.54243 3.31970
H 5.35824 0.31629 1.43513
H 4.18516 0.59286 2.71461
H 5.22075 2.46747 3.33180
H 6.61035 2.12710 2.26469
Cl -7.73813 2.56505 -1.52782
C -6.09629 3.35683 -1.52801
C -6.16684 4.65843 -2.38121
Cl -7.24449 5.88308 -1.69517
H -5.42679 2.66842 -2.04371
H -5.74505 3.53908 -0.51237
H -6.47208 4.40101 -3.39545
H -5.18581 5.10884 -2.53221
Cl -1.74736 -4.86357 -1.71490
C -0.15609 -4.17516 -2.01471
C 0.84065 -4.62729 -0.92283
Cl 2.46702 -4.11439 -1.47714
H -0.33807 -3.10217 -1.95408
H 0.20478 -4.55740 -2.96957
H 0.94346 -5.70639 -0.80848
H 0.49655 -4.20580 0.02165
Cl 4.48543 5.77935 -0.98921
C 3.72518 4.87567 0.26004
C 2.33576 4.42871 -0.15712
Cl 1.20902 5.82121 -0.27410
H 3.80390 5.43004 1.19523
H 4.36207 4.01037 0.44368
H 1.91669 3.72185 0.55899
H 2.37995 3.91623 -1.11811
Cl -2.86153 2.74275 -2.82368
C -1.57814 3.41532 -3.95020
C -1.44761 4.91307 -3.90260
Cl -2.94156 5.72925 -4.51985
H -1.87900 3.14884 -4.96340
H -0.67780 2.85565 -3.69670
H -0.64477 5.37330 -4.47856
H -1.25454 5.23130 -2.87812

=====

# 3
147
Properties=species:S:1:pos:R:3 method="wB97M-V/def2-TZVPD" homo_ev=-8.568 de_lowest_ev=0.000 energy_ev=-72899.7889 mol_weight_g_mol=804.162 lumo_energy_ha=0.02285 smiles=COCCNCCOC.COCCNCCOC.COCCNCCOC.COCCNCCOC.COCCNCCOC.CCO.CCO.CCO
C 0.46049 3.08390 0.97977
C -0.26647 2.94383 -0.32345
O 0.17270 1.78868 -1.03579
H 0.79486 2.11311 1.35051
H -0.14716 3.60326 1.71774
H 1.40097 3.62856 0.86833
H -0.22656 3.85248 -0.93267
H -1.34316 2.79637 -0.14182
H -0.07826 1.89165 -1.95894
C 4.76388 2.89155 3.44362
C 3.50343 2.15378 3.83555
O 2.47990 3.15792 3.90227
H 4.85567 3.72563 4.13981
H 4.75398 3.22960 2.41201
H 5.64518 2.26410 3.60210
H 3.65150 1.75368 4.84325
H 3.24535 1.37174 3.12348
H 1.63576 2.72894 4.09239
C 2.26950 7.02993 -0.04183
C 0.93126 7.72232 0.15966
O -0.04139 6.82235 0.69423
H 2.89755 7.62977 -0.70433
H 2.09021 6.07320 -0.53585
H 2.79541 6.81655 0.88927
H 0.56142 8.05508 -0.81058
H 0.98702 8.61620 0.78720
H 0.21474 6.68089 1.61116
C -1.51997 3.29760 8.89114
O -0.78415 3.47159 7.69288
C -1.58812 3.29260 6.52647
C -0.64289 3.04483 5.38868
N -0.05481 1.67630 5.34358
C -1.07087 0.65660 4.97543
C -0.51854 -0.76447 5.22712
O -0.96265 -1.28631 6.46538
C -0.06516 -1.12966 7.53056
H -2.36514 3.98547 8.94935
H -0.81137 3.45476 9.70060
H -1.86020 2.25498 8.95118
H -2.23970 4.15626 6.35636
H -2.20971 2.40815 6.71635
H 0.20059 3.74018 5.36581
H -1.09520 3.23909 4.40570
H 0.05500 1.47270 6.34073
H -1.28742 0.76185 3.91621
H -1.96611 0.70321 5.60402
H 0.57708 -0.71792 5.22060
H -0.82963 -1.40689 4.40267
H -0.60128 -1.39566 8.44408
H 0.25484 -0.08805 7.66618
H 0.81267 -1.78074 7.46829
C -1.19518 -0.42016 1.45997
O -0.67406 -1.71471 1.56316
C -1.64939 -2.73160 1.44447
C -0.89228 -4.05788 1.36966
N -0.26970 -4.26122 0.04864
C -1.22608 -4.37886 -1.06789
C -0.56465 -4.06146 -2.41389
O -0.61303 -2.70594 -2.80524
C -0.02323 -1.81050 -1.89714
H -1.77941 -0.32477 0.52721
H -0.39596 0.31200 1.47817
H -1.96964 -0.19079 2.20719
H -2.17281 -2.55112 0.49698
H -2.35365 -2.76791 2.28470
H -1.54944 -4.87159 1.68747
H -0.05187 -4.04589 2.06722
H 0.14978 -3.34524 -0.07721
H -1.97536 -3.58832 -0.93132
H -1.65114 -5.38018 -1.07465
H -1.10379 -4.67615 -3.14263
H 0.46789 -4.42979 -2.49054
H -0.72787 -1.32153 -1.20510
H 0.38043 -0.91979 -2.39055
H 0.81265 -2.25236 -1.35158
C -2.62844 -7.15836 -6.00423
O -2.86892 -5.98800 -5.26018
C -4.23143 -5.78553 -4.95455
C -4.35429 -4.97901 -3.67681
N -4.33012 -3.53116 -3.92900
C -4.49233 -2.79527 -2.69609
C -4.06525 -1.33739 -2.92083
O -3.94227 -0.76274 -1.64047
C -3.35835 0.50704 -1.55846
H -3.10185 -7.12571 -6.99190
H -2.95345 -8.04940 -5.45780
H -1.55013 -7.20366 -6.15635
H -4.76598 -6.73765 -4.85042
H -4.72512 -5.21891 -5.75725
H -3.51126 -5.27573 -3.03403
H -5.29393 -5.21539 -3.17536
H -3.38483 -3.32487 -4.24516
H -3.84547 -3.13832 -1.86616
H -5.49060 -2.81160 -2.25459
H -4.92547 -0.92477 -3.46657
H -3.12477 -1.28572 -3.47527
H -2.27012 0.55196 -1.70091
H -3.54871 0.82270 -0.52899
H -3.82440 1.26139 -2.20602
C -1.94003 2.08399 -8.03884
O -1.03918 2.56861 -7.06903
C -1.68954 2.97639 -5.89492
C -0.63517 3.24666 -4.81560
N 0.10697 2.01143 -4.57110
C 1.47391 2.18997 -4.13098
C 2.24747 0.89498 -3.95585
O 2.29739 0.01482 -5.05476
C 1.29417 -0.97118 -5.14433
H -1.36787 1.58672 -8.82133
H -2.47163 2.91548 -8.51660
H -2.63723 1.36639 -7.59831
H -2.32249 2.17311 -5.48941
H -2.27795 3.88484 -6.06332
H -1.21305 3.49541 -3.91860
H 0.00842 4.07173 -5.14076
H -0.03673 1.36907 -5.33278
H 1.45226 2.69477 -3.15897
H 2.01215 2.85023 -4.83320
H 1.86300 0.37382 -3.06473
H 3.27269 1.16933 -3.69247
H 0.30667 -0.50656 -5.11390
H 1.30708 -1.77584 -4.40232
H 1.40293 -1.45007 -6.11760
C 3.94302 -5.13787 3.49492
O 3.29750 -3.89277 3.41131
C 3.03695 -3.50232 2.08371
C 2.37950 -2.13391 2.07411
N 3.22783 -1.06426 1.53043
C 3.05912 -0.94773 0.08990
C 3.79604 0.21960 -0.49313
O 3.44827 1.40383 0.17933
C 4.19924 2.49001 -0.25900
H 3.49057 -5.89551 2.84787
H 3.86417 -5.46575 4.53229
H 5.01291 -5.05560 3.26139
H 2.41685 -4.19661 1.49672
H 4.00013 -3.43234 1.55015
H 2.16504 -1.84879 3.10560
H 1.46166 -2.11765 1.48358
H 2.93425 -0.18632 1.93882
H 1.99431 -0.87690 -0.19093
H 3.48887 -1.84485 -0.37180
H 3.43527 0.33100 -1.53275
H 4.87391 0.04461 -0.59963
H 5.18269 2.49971 0.22625
H 3.69895 3.44007 -0.06761
H 4.35894 2.46655 -1.34796